1.
# C4H6O2

C4H6O2 in the gas phase (wB97M-V/def2-TZVPD, the OMol25 dataset).

Output
Energy (hartree): -306.472225
Energy above the lowest of the compared OMol25 structures with the same formula, charge and spin (eV): 0.927
Largest force on an atom (eV/Å): 0.54
Frontier orbital gap (Eh): 0.403
Net charge: 0
2S+1: 1
LUMO level (eV): 0.942
HOMO (eV): -10.031

Element x y z (Å)
O -1.603 -1.446 0.110
O 0.261 0.385 -2.014
C 0.540 -0.474 0.604
C -0.412 -1.595 0.252
C -0.054 0.894 0.311
C -0.057 1.189 -1.169
H 1.475 -0.624 0.052
H -0.367 2.215 -1.457
H 0.482 1.701 0.827
H 0.049 -2.601 0.158
H -1.096 0.938 0.655
H 0.783 -0.581 1.671

=====

2.
# C6H11P

C6H11P in the gas phase (wB97M-V/def2-TZVPD, the OMol25 dataset).

Output
Energy (hartree): -576.374686
Energy above the lowest of the compared OMol25 structures with the same formula, charge and spin (eV): 3.889
Largest force on an atom (eV/Å): 4.76
Frontier orbital gap (alpha / beta) (Eh): 0.217 / 0.304
Net charge: 0
2S+1: 1
LUMO level (alpha / beta) (eV): -0.730 / 0.248
HOMO (alpha / beta) (eV): -6.633 / -8.037

Element x y z (Å)
P 2.340 -0.698 1.428
C -0.457 0.800 -0.788
C 1.170 0.997 1.322
C 0.145 0.987 0.322
C -0.214 -0.510 -1.465
C -1.750 1.582 -1.184
C 0.968 -2.030 1.517
H 0.887 1.038 2.394
H 0.710 -1.000 -1.301
H -1.090 -1.124 -1.328
H 0.059 -1.313 1.632
H -0.302 -0.388 -2.647
H -2.498 0.895 -1.118
H 1.943 1.735 0.997
H -1.643 1.983 -2.115
H 0.847 -2.557 0.516
H -2.048 2.393 -0.498
H 0.931 -2.790 2.317

=====

3.
# C26H58B3ClO12

A molecular structure, C26H58B3ClO12 (wB97M-V/def2-TZVPD, the OMol25 dataset).

Output
Energy (hartree): -2463.120078
Largest force on an atom (eV/Å): 1.11
Frontier orbital gap (Eh): 0.348
Net charge: 0
2S+1: 1
LUMO level (eV): 0.390
HOMO (eV): -9.088

Element x y z (Å)
Cl -0.913 -1.959 0.782
O -6.002 -2.140 -1.836
O 1.074 5.213 0.843
O -1.395 -4.564 7.994
O 2.296 7.997 0.425
O 4.342 -2.483 -2.879
O -1.718 -3.104 4.999
O -0.272 7.473 2.399
O -3.365 -2.703 -3.305
O -2.673 -0.928 -1.918
O -7.020 -2.357 -0.883
O -1.077 -2.467 -2.725
O -1.140 -6.080 5.341
C -2.391 -5.425 5.214
C -1.196 -1.504 -5.825
C -0.453 -1.010 -0.677
C -2.218 -5.005 9.050
C 4.084 -0.683 -4.473
C 1.357 1.165 -5.538
C 1.330 5.664 2.165
C 0.632 1.112 0.151
C -1.670 7.657 2.366
C 0.137 -1.067 -5.223
C 0.125 6.207 2.901
C 3.406 -1.563 -3.436
C 0.802 6.179 -0.162
C 0.977 -0.180 -6.151
C 3.678 8.253 0.550
C 3.720 -3.622 -2.330
C -4.760 -2.200 -1.167
C -2.375 -4.182 4.353
C -0.625 0.488 -0.413
C -1.660 -2.848 -5.210
C 1.985 7.032 -0.565
C -0.395 -5.499 7.626
C 3.677 0.791 -4.443
C 2.186 1.100 -4.243
C -0.952 -2.307 4.122
C -0.131 -5.476 6.136
B -3.574 -1.955 -2.182
B -1.408 -1.498 -1.829
B -2.039 -2.677 -3.707
H 1.735 7.562 -1.494
H 3.951 1.219 -5.403
H -4.661 -3.163 -0.661
H 1.909 1.790 -6.233
H -1.598 -1.687 3.492
H -1.870 8.550 1.777
H 0.440 1.687 -5.276
H 0.095 -4.466 5.791
H -0.899 0.965 -1.350
H 3.750 -4.459 -3.028
H -2.073 7.801 3.375
H -3.412 -3.881 4.152
H 4.243 1.337 -3.698
H 2.683 -3.436 -2.054
H -3.036 -6.152 4.714
H 2.625 -2.134 -3.926
H 1.887 -0.672 -6.474
H 0.761 -6.082 5.960
H 2.129 2.098 -3.818
H -0.058 6.796 0.102
H 0.471 2.112 0.533
H 3.927 -1.112 -5.452
H 4.248 7.322 0.639
H -2.838 -5.224 6.190
H 0.421 0.024 -7.063
H -0.018 -0.535 -4.293
H 2.846 6.381 -0.756
H 1.702 0.446 -3.525
H -1.096 -1.670 -6.891
H 3.824 8.834 1.459
H 0.971 0.507 0.990
H -1.679 -4.990 10.004
H -2.599 -6.016 8.862
H 4.052 8.829 -0.304
H -0.695 5.485 2.823
H -0.685 -6.513 7.920
H 1.658 4.771 2.704
H -6.965 -1.571 -0.315
H 2.161 6.371 2.191
H -2.172 6.808 1.890
H -1.958 -0.751 -5.652
H 1.434 1.112 -0.578
H 0.585 -1.204 -0.912
H -1.889 -4.416 3.399
H 0.517 5.592 -1.039
H -0.846 -3.568 -5.255
H 0.533 -5.234 8.150
H -3.066 -4.325 9.113
H -1.453 0.608 0.271
H 0.386 6.325 3.960
H -4.714 -1.426 -0.398
H -2.475 -3.280 -5.779
H -0.324 -1.655 4.729
H 5.147 -0.746 -4.265
H 0.693 -1.974 -5.033
H 4.239 -3.925 -1.429
H 2.968 -0.987 -2.623
H -0.300 -2.922 3.492

=====

4.
# H20O10

10 unconnected molecules or ions with the total composition H20O10 (wB97M-V/def2-TZVPD, the OMol25 dataset).

Output
Energy (hartree): -763.945126
Energy above the lowest of the compared OMol25 structures with the same formula, charge and spin (eV): 2.065
Largest force on an atom (eV/Å): 2.06
Frontier orbital gap (alpha / beta) (Eh): 0.408 / 0.087
Net charge: +1
2S+1: 2
LUMO level (alpha / beta) (eV): -3.367 / -11.490
HOMO (alpha / beta) (eV): -14.474 / -13.866

Element x y z (Å)
O 2.338 -2.931 2.482
O -0.636 3.705 1.897
O 0.406 2.784 -1.412
O 1.324 -0.475 -0.634
O -1.035 -2.080 -1.869
O -0.396 -3.310 0.910
O -0.636 0.089 1.108
O 3.179 0.964 1.347
O -1.287 0.615 -2.971
O -3.499 0.914 -0.090
H -1.929 -0.115 -3.172
H -4.040 1.354 0.570
H -0.911 -2.521 1.076
H 2.853 0.446 0.599
H 1.847 -2.173 2.790
H 1.336 2.874 -1.598
H 3.804 0.355 1.734
H -0.327 -0.082 2.005
H 0.279 3.534 2.085
H -0.662 1.067 0.982
H -0.788 0.400 -3.772
H -2.570 0.913 0.078
H -0.610 -3.441 -0.014
H -0.526 4.090 1.013
H -0.052 -2.105 -2.014
H -1.163 -2.989 -2.133
H 0.778 -0.345 0.141
H 1.000 0.061 -1.354
H 0.103 1.945 -1.759
H 1.820 -3.544 1.975

=====

5.
# C15H24N2O2S

C15H24N2O2S in the gas phase (wB97M-V/def2-TZVPD, the OMol25 dataset).

Output
Energy (hartree): -1244.070424
Energy above the lowest of the compared OMol25 structures with the same formula, charge and spin (eV): 2.936
Largest force on an atom (eV/Å): 1.23
Frontier orbital gap (Eh): 0.339
Net charge: 0
2S+1: 1
LUMO level (eV): 0.719
HOMO (eV): -8.494

Element x y z (Å)
S -1.607 2.659 -1.776
O 0.160 -2.865 2.227
O 2.057 0.208 -1.274
N -0.652 -2.820 1.095
N 2.828 -0.184 -0.221
C -2.034 0.141 -0.552
C 2.168 -1.079 0.464
C -0.158 -0.267 -2.242
C -0.510 3.146 -0.394
C -3.574 2.036 0.067
C 0.896 -1.317 -0.151
C -0.276 -2.147 0.086
C 0.912 -0.469 -1.240
C 3.094 -1.339 4.173
C -2.737 1.406 -1.037
C 2.434 -0.795 2.914
C -1.237 -2.179 -1.077
C -0.880 4.502 0.177
C 2.784 -1.650 1.690
C -1.480 -0.776 -1.651
H -0.834 5.261 -0.600
H -1.887 4.491 0.587
H 1.350 -0.790 3.043
H 2.763 -2.357 4.363
H -0.223 0.785 -2.522
H 0.497 3.165 -0.811
H -2.769 -0.431 0.022
H -2.221 -0.847 -2.452
H 4.176 -1.342 4.065
H 0.084 -0.834 -3.146
H -4.017 2.967 -0.280
H -1.230 0.403 0.140
H 2.432 -2.668 1.846
H -2.965 2.243 0.945
H -3.380 1.164 -1.888
H -0.560 2.366 0.363
H 2.764 0.230 2.735
H -0.338 -3.416 2.846
H -2.169 -2.634 -0.742
H 3.867 -1.655 1.555
H 2.835 -0.726 5.033
H -4.376 1.360 0.361
H -0.184 4.772 0.970
H -0.810 -2.816 -1.858

=====

6.
# C4H7NO2

C4H7NO2 in the gas phase (wB97M-V/def2-TZVPD, the OMol25 dataset).

Output
Energy (hartree): -361.704278
Energy above the lowest of the compared OMol25 structures with the same formula, charge and spin (eV): 4.805
Largest force on an atom (eV/Å): 0.55
Frontier orbital gap (alpha / beta) (Eh): 0.309 / 0.309
Net charge: 0
2S+1: 1
LUMO level (alpha / beta) (eV): 0.496 / 0.496
HOMO (alpha / beta) (eV): -7.900 / -7.900

Element x y z (Å)
O 1.426 0.445 -1.398
O -1.850 -0.897 1.514
N 0.348 -0.184 -0.757
C 0.665 1.128 1.364
C -0.319 -1.198 -1.348
C -0.073 0.271 0.395
C -1.454 -0.238 0.573
H 1.921 -0.312 -1.762
H 1.744 1.122 1.198
H 0.440 0.809 2.385
H -0.596 -1.092 -2.386
H 0.325 2.167 1.266
H -2.114 0.087 -0.257
H -0.463 -2.108 -0.788